40
Properties=species:S:1:pos:R:3 method="wB97M-V/def2-TZVPD" e_homo_ev="-11.088 / -10.878" e_above_lowest_kcal_mol=63.07 total_charge=+1 orbital_gap_ev="5.863 / 5.527" max_force_ev_per_a=0.81
Y 0.9459 -1.4309 0.9550
S 1.9952 0.5935 2.3118
S 2.6981 0.3177 4.1661
S 2.5126 -1.6362 4.6706
S 1.6644 -2.6999 3.1924
Se -0.3084 -3.8126 0.8216
C 0.6550 -3.5407 -0.8094
C 2.0078 -3.1589 -0.7965
C 2.6657 -2.8606 -1.9910
N 2.0847 -2.9461 -3.1752
C 0.8154 -3.3663 -3.1952
C 0.0651 -3.6457 -2.0684
H 2.6080 -3.2513 0.1148
H 3.7089 -2.5659 -1.9782
H 0.3686 -3.4705 -4.1773
H -0.9698 -3.9444 -2.1613
Ge -1.1701 0.5497 1.4123
C -1.0922 2.4477 1.7328
C -0.1019 3.3034 1.2563
C -0.1423 4.6542 1.5543
C -1.1688 5.1666 2.3389
C -2.1576 4.3241 2.8230
C -2.1166 2.9701 2.5241
C -0.9156 -0.0253 -0.4464
C 0.2858 0.3429 -1.0758
C 0.4872 0.0982 -2.4303
C -0.5188 -0.5080 -3.1655
C -1.6985 -0.9064 -2.5453
C -1.8902 -0.6935 -1.1882
H -2.3885 -0.0708 2.1057
H 0.7152 2.9341 0.6456
H 0.6295 5.3101 1.1769
H -1.1934 6.2216 2.5731
H -2.9589 4.7161 3.4332
H -2.8958 2.3227 2.9099
H 1.0366 0.9364 -0.5374
H 1.4085 0.3999 -2.9095
H -0.3825 -0.6781 -4.2243
H -2.4746 -1.3888 -3.1238
H -2.8135 -1.0079 -0.7193